ORCA calculation (ωB97M-V with the def2-TZVPD basis set) on a structure of composition C16H12ClIrN2O8P2.

Each line ends with the Löwdin charge.
Geometry (Å):
1 Ir 0.73 -0.43 -1.32  1.68
2 Cl 6.63 0.39 2.92  0.67
3 C 5.42 0.21 1.68  -0.67
4 C 5.81 0.19 0.34  -0.08
5 C 4.87 0.05 -0.65  0.01
6 C 3.50 -0.09 -0.34  -0.31
7 O 2.69 -0.23 -1.37  -0.21
8 C 3.11 -0.06 1.03  -0.12
9 C 1.76 -0.12 1.51  -0.03
10 N 0.71 -0.26 0.78  -0.02
11 C -0.63 -0.20 1.26  -0.19
12 C -1.02 0.17 2.54  -0.01
13 C -2.38 0.25 2.82  -0.06
14 C -3.32 0.06 1.82  -0.02
15 C -2.94 -0.24 0.50  -0.17
16 C -3.96 -0.24 -0.53  -0.01
17 C -3.92 0.15 -1.88  -0.08
18 C -3.05 0.75 -2.74  -0.13
19 N -1.07 -0.93 -0.95  -0.20
20 C -1.58 -0.47 0.28  -0.22
21 C 4.11 0.09 2.02  -0.06
22 H 6.86 0.29 0.08  0.11
23 H 5.15 0.04 -1.69  0.13
24 H 1.64 -0.02 2.59  0.13
25 H -0.29 0.39 3.31  0.11
26 H -2.71 0.52 3.81  0.11
27 H -4.37 0.21 2.04  0.12
28 H -4.95 -0.48 -0.17  0.11
29 H -4.88 0.00 -2.38  0.11
30 H -3.37 0.92 -3.76  0.12
31 H 3.81 0.11 3.06  0.11
32 O -1.79 2.43 -0.43  -0.09
33 P -0.97 2.26 -1.81  0.26
34 O -0.90 3.52 -2.55  -0.24
35 O 0.36 1.57 -1.44  -0.40
36 O -1.75 1.07 -2.56  -0.17
37 P -1.04 -2.48 -1.67  0.28
38 O -0.96 -3.46 -0.42  -0.11
39 O -2.09 -2.84 -2.62  -0.24
40 O 0.43 -2.22 -2.17  -0.41
41 H -2.12 3.33 -0.38  0.09
42 H -1.55 -4.21 -0.54  0.09

Summary:
**Spin multiplicity**: 5
**HOMO energy (alpha / beta)**: -0.2732 / -0.3253 hartree
**Frontier orbital gap (alpha / beta)**: 0.22845 / 0.23264 Ha
**Max |F|**: 0.355 eV Å⁻¹
**ΔE to the lowest compared entry with this formula, charge and spin**: 53.4 kcal per mole
**LUMO energy (alpha / beta)**: -0.0448 / -0.0927 Eh

---

ORCA calculation (ωB97M-V with the def2-TZVPD basis set) on an isolated molecule of C16H12FN3O3.

Each line ends with the Löwdin charge.
Geometry (Å):
1 O 0.29 -0.33 -0.75  0.14
2 C 0.94 0.57 -0.29  -0.47
3 O 0.80 1.03 0.97  0.03
4 C -0.15 0.39 1.79  -0.10
5 N -1.47 0.39 1.21  -0.02
6 N -1.89 1.57 0.74  0.08
7 N -2.96 1.70 0.13  0.08
8 C -3.77 0.61 -0.10  -0.20
9 C -4.95 0.78 -0.82  -0.01
10 C -5.76 -0.30 -1.07  -0.06
11 C -5.41 -1.57 -0.61  -0.06
12 C -4.24 -1.76 0.10  0.00
13 C -3.42 -0.67 0.36  -0.06
14 C -2.17 -0.82 1.11  -0.37
15 O -1.75 -1.82 1.64  0.10
16 H -3.95 -2.73 0.46  0.12
17 H -6.05 -2.41 -0.82  0.11
18 H -6.68 -0.18 -1.63  0.11
19 H -5.21 1.77 -1.17  0.11
20 H 0.11 -0.66 1.96  0.14
21 H -0.14 0.95 2.73  0.15
22 C 2.04 1.32 -1.00  -0.04
23 C 3.34 0.64 -0.63  -0.23
24 C 3.80 -0.43 -1.38  -0.02
25 C 4.97 -1.09 -1.03  0.00
26 C 5.66 -0.65 0.09  -0.28
27 C 5.22 0.41 0.86  0.00
28 C 4.05 1.05 0.49  -0.03
29 H 3.68 1.87 1.09  0.12
30 H 5.78 0.71 1.72  0.12
31 F 6.80 -1.28 0.44  0.06
32 H 5.34 -1.92 -1.60  0.12
33 H 3.24 -0.76 -2.24  0.12
34 H 1.87 1.26 -2.07  0.13
35 H 2.04 2.36 -0.67  0.13

Summary:
**HOMO energy**: -0.3384 hartree
**Frontier orbital gap**: 0.33698 Ha
**Max |F|**: 1.366 eV Å⁻¹
**LUMO energy**: -0.0014 Eh

---

ORCA calculation (ωB97M-V with the def2-TZVPD basis set) on a structure of composition C16H12IN2O8S4SbW.

Each line ends with the Löwdin charge.
Geometry (Å):
1 W -1.19 -0.80 -0.32  1.52
2 C -0.31 -1.74 -4.68  -0.02
3 C -0.21 -2.58 -3.44  -0.25
4 N 0.52 -3.63 -3.43  0.12
5 C 0.86 -4.40 -2.32  -0.09
6 C 0.97 -4.10 -0.99  -0.17
7 C 1.19 -5.28 -0.08  -0.22
8 O 0.04 -5.58 0.73  -0.08
9 C 0.79 -2.83 -0.38  -0.36
10 C 0.60 -2.64 0.97  -0.14
11 N 0.23 -1.42 1.36  -0.10
12 C 0.11 -1.17 2.76  -0.33
13 C -0.42 -2.18 3.58  -0.08
14 C -0.61 -1.99 4.94  -0.10
15 C -0.29 -0.79 5.53  -0.12
16 C 0.27 0.22 4.76  -0.18
17 C 0.49 0.03 3.40  -0.63
18 I 1.49 1.56 2.39  0.99
19 C -0.94 -2.05 -2.28  -0.62
20 O -1.41 -0.82 -2.31  -0.26
21 H 0.18 -2.27 -5.50  0.07
22 H 0.20 -0.79 -4.51  0.09
23 H -1.35 -1.51 -4.93  0.08
24 H 1.13 -5.41 -2.60  0.09
25 H 2.02 -5.12 0.61  0.11
26 H 1.43 -6.16 -0.69  0.10
27 H -0.73 -5.16 0.32  0.09
28 H 0.80 -3.41 1.70  0.12
29 H -0.71 -3.11 3.12  0.08
30 H -1.04 -2.79 5.53  0.10
31 H -0.46 -0.63 6.59  0.09
32 H 0.56 1.16 5.21  0.07
33 O -1.91 2.68 1.33  0.05
34 C -1.72 1.73 0.61  -0.87
35 O -1.71 0.41 1.03  -0.42
36 C -0.57 1.85 -0.66  -0.84
37 O -0.05 2.91 -0.93  0.05
38 O -0.02 0.64 -0.80  -0.26
39 S -4.47 -2.54 -2.30  -0.16
40 Sb -3.89 -1.18 -0.56  0.17
41 S -2.61 -2.31 1.20  0.19
42 S -2.55 1.57 -1.20  0.80
43 S -5.81 -0.51 0.47  -0.23
44 O 0.67 -1.69 -1.11  -0.16
45 O -1.46 -2.72 -1.32  -0.27

Summary:
**Spin multiplicity**: 3
**HOMO energy (alpha / beta)**: -0.0663 / -0.0623 hartree
**Frontier orbital gap (alpha / beta)**: 0.20048 / 0.14951 Ha
**Max |F|**: 2.951 eV Å⁻¹
**ΔE to the lowest compared entry with this formula, charge and spin**: 103.6 kcal per mole
**Total charge**: -2
**LUMO energy (alpha / beta)**: 0.1342 / 0.0873 Eh

---

ORCA calculation (ωB97M-V with the def2-TZVPD basis set) on an isolated molecule of C16H12N6.

Each line ends with the Löwdin charge.
Geometry (Å):
1 N -0.81 -2.36 4.58  0.06
2 N -1.21 -0.12 4.41  0.12
3 N -0.50 0.33 2.23  0.10
4 N -0.10 -0.19 1.18  0.08
5 C -1.30 -1.27 5.15  -0.23
6 C -0.71 -0.50 3.28  -0.43
7 C 0.10 0.60 0.06  -0.14
8 C 0.13 0.13 -1.24  -0.10
9 C 0.14 -3.98 -2.52  -0.10
10 C 0.85 -3.01 -3.21  -0.09
11 C -0.63 -3.59 -1.45  -0.08
12 C 0.49 4.41 0.63  -0.09
13 C 0.69 4.70 -0.73  -0.08
14 C 0.83 -1.67 -2.85  -0.04
15 C -0.65 -2.26 -1.04  -0.03
16 C 0.27 3.09 1.00  -0.03
17 C 0.55 3.71 -1.74  -0.01
18 C 0.11 -1.30 -1.72  -0.14
19 C 0.25 2.08 0.01  -0.09
20 C 0.31 2.40 -1.35  -0.22
21 N -0.55 -1.85 3.35  0.03
22 N 0.31 1.22 -2.06  0.13
23 H -1.67 -1.26 6.18  0.10
24 H 0.17 -5.02 -2.80  0.11
25 H 1.43 -3.34 -4.08  0.11
26 H -1.18 -4.38 -0.92  0.11
27 H 0.56 5.17 1.42  0.10
28 H 0.94 5.71 -0.99  0.09
29 H 1.41 -0.94 -3.39  0.11
30 H -1.23 -2.06 -0.16  0.10
31 H 0.09 2.82 2.03  0.09
32 H 0.66 3.94 -2.80  0.11
33 H -0.08 -2.37 2.59  0.16
34 H 0.34 1.16 -3.09  0.17

Summary:
**HOMO energy**: -0.2967 hartree
**Frontier orbital gap**: 0.27378 Ha
**Max |F|**: 2.892 eV Å⁻¹
**ΔE to the lowest compared entry with this formula, charge and spin**: 34.8 kcal per mole
**LUMO energy**: -0.0230 Eh

---

ORCA calculation (ωB97M-V with the def2-TZVPD basis set) on a structure of composition C16H13BrCl2IrO5Se3Te.

Each line ends with the Löwdin charge.
Geometry (Å):
1 Ir -0.20 0.55 -2.13  0.76
2 Se -1.00 2.66 -3.06  0.04
3 Se -1.40 1.73 -5.20  -0.15
4 Te -1.16 -0.63 -4.21  0.37
5 Se -3.33 -1.51 -3.63  -0.29
6 Cl -1.37 1.13 5.07  0.64
7 C -0.85 1.26 3.41  -0.67
8 C 0.40 1.86 3.14  -0.12
9 C 0.84 1.96 1.85  -0.56
10 Cl 2.37 2.70 1.55  0.73
11 C 0.10 1.46 0.73  -0.37
12 O 0.60 1.54 -0.44  -0.22
13 C -1.18 0.90 1.05  -0.12
14 C -2.10 0.43 0.07  -0.17
15 O -1.94 0.30 -1.15  -0.26
16 C -1.62 0.81 2.39  -0.07
17 H 1.01 2.23 3.95  0.10
18 H -3.08 0.13 0.44  0.15
19 H -2.59 0.36 2.59  0.12
20 C 3.45 1.62 -1.95  -0.07
21 C 2.61 1.60 -3.20  -0.25
22 O 1.61 0.55 -3.19  -0.31
23 H 4.18 2.42 -2.02  0.08
24 H 3.99 0.67 -1.83  0.09
25 H 2.83 1.77 -1.07  0.02
26 H 3.23 1.42 -4.09  0.12
27 H 2.04 2.52 -3.35  0.09
28 H 1.99 -0.27 -2.82  0.09
29 Br -3.30 -3.56 3.57  0.70
30 C -1.96 -2.94 2.37  -0.69
31 C -2.25 -2.84 1.02  -0.11
32 C -1.27 -2.38 0.16  -0.03
33 C -0.02 -2.02 0.64  -0.13
34 C 0.26 -2.14 2.00  -0.01
35 C -0.71 -2.60 2.88  -0.13
36 C 1.03 -1.43 -0.27  -0.60
37 O 2.11 -1.08 0.19  0.06
38 O 0.67 -1.32 -1.52  -0.24
39 H -3.23 -3.11 0.65  0.11
40 H -1.49 -2.27 -0.90  0.09
41 H 1.23 -1.84 2.36  0.12
42 H -0.51 -2.69 3.94  0.10

Summary:
**HOMO energy**: -0.1643 hartree
**Frontier orbital gap**: 0.23587 Ha
**Max |F|**: 0.229 eV Å⁻¹
**ΔE to the lowest compared entry with this formula, charge and spin**: 2.5 kcal per mole
**Total charge**: -1
**LUMO energy**: 0.0716 Eh

---

ORCA calculation (ωB97M-V with the def2-TZVPD basis set) on an isolated molecule of C16H13BrO5S.

Each line ends with the Löwdin charge.
Geometry (Å):
1 O 3.23 1.08 -1.59  0.05
2 O -5.51 0.21 -0.44  -0.31
3 O -4.18 -1.10 1.23  -0.29
4 Br 1.23 4.14 1.73  0.69
5 O 1.58 1.52 0.00  0.04
6 O -3.04 0.75 -0.13  -0.13
7 C 2.80 1.51 -0.48  -0.42
8 C 3.36 1.75 4.59  -0.06
9 C 4.36 1.13 3.82  -0.07
10 C 2.46 2.67 3.95  -0.10
11 C 0.91 -0.61 -0.99  -0.02
12 C -0.75 0.90 -0.16  0.07
13 C 4.48 1.38 2.43  -0.04
14 C -0.12 -1.52 -1.28  0.02
15 C 2.52 2.85 2.53  -0.51
16 C 0.60 0.59 -0.50  -0.15
17 C -1.82 0.15 -0.48  -0.23
18 C 3.58 2.24 1.77  -0.24
19 C -1.48 -1.19 -0.94  -0.14
20 C 3.82 2.47 0.25  -0.04
21 C -2.49 -2.25 -1.16  -0.16
22 C -3.73 -1.41 -1.56  -0.18
23 S -4.19 -0.38 -0.09  0.75
24 H 3.24 1.67 5.65  0.09
25 H 5.02 0.39 4.26  0.09
26 H 1.75 3.23 4.49  0.07
27 H 1.89 -0.87 -1.44  0.13
28 H -1.07 1.93 0.02  0.15
29 H 5.28 0.94 1.83  0.12
30 H 0.17 -2.50 -1.64  0.12
31 H 3.62 3.55 0.01  0.12
32 H 4.81 2.25 -0.07  0.10
33 H -2.74 -2.80 -0.32  0.10
34 H -2.27 -2.81 -2.06  0.12
35 H -3.55 -0.77 -2.38  0.10
36 H -4.69 -2.03 -1.78  0.15

Summary:
**HOMO energy**: -0.3411 hartree
**Frontier orbital gap**: 0.35250 Ha
**Max |F|**: 6.256 eV Å⁻¹
**ΔE to the lowest compared entry with this formula, charge and spin**: 0.0 kcal per mole
**LUMO energy**: 0.0114 Eh